Record 1
# C10H16O

2 unconnected molecules or ions with the total composition C10H16O in a non-equilibrium geometry (ωB97M-V/def2-TZVPD, the OMol25 dataset).

Computed properties:
* energy above the lowest of the compared OMol25 structures with the same formula, charge and spin: 47.1 kcal/mol
* total charge: 0
* E_HOMO: -0.3023 Ha
* SMILES string: Cc1ccc(O)cc1.CCC

Structure (XYZ):
```
27
C10H16O, DFT ωB97M-V/def2-TZVPD
O 2.21199 -0.32574 2.21868
C -0.13625 -2.23103 -2.26859
C 1.02839 0.25498 1.96022
C 1.10517 1.50571 1.35689
C 1.53346 -0.58406 -1.48596
C 0.32503 -1.41256 -1.00960
C -2.31831 1.93681 -0.12511
C -1.27958 1.51852 0.85409
C -0.24017 -0.35325 2.11526
C -1.32617 0.37966 1.69686
C -0.02907 2.12706 0.79328
H -0.53206 -0.82286 -0.71667
H -3.38556 1.92772 0.11134
H -0.66619 -3.13403 -1.97236
H 1.16476 0.21009 -2.14939
H -2.16914 3.01048 -0.36536
H -0.44404 -1.35825 2.44851
H -2.32940 -0.05530 1.86772
H 0.69403 -1.99682 -0.16935
H -0.62311 -1.54272 -2.96899
H -2.26537 1.22248 -0.91160
H 0.27443 2.91745 0.09508
H 2.12457 -0.15485 -0.68489
H 2.05192 1.97947 1.64101
H 2.24337 -1.19492 -2.03571
H 0.67906 -2.62337 -2.88560
H 2.30827 -1.20067 2.59025
```

---

Record 2
# C11H34AgF3O9

A molecular structure, C11H34AgF3O9 in a non-equilibrium geometry (ωB97M-V/def2-TZVPD, the OMol25 dataset).

Computed properties:
* total charge: 0
* E_HOMO (alpha / beta): -0.2026 / -0.3644 Ha
* multiplicity: 3

Structure (XYZ):
```
58
C11H34AgF3O9, DFT ωB97M-V/def2-TZVPD
Ag -0.02999 2.76414 3.61805
F -2.92220 1.23037 -0.29882
F -1.82527 -0.14163 -1.58721
F -1.15780 1.78314 -1.39601
O -0.76047 1.42754 1.76528
O -3.61196 4.94051 -2.20464
O -3.37608 -4.38939 -1.83676
O -5.34556 -2.02820 1.91401
O 1.13644 2.42666 -5.01075
O 0.93975 0.80310 4.68154
O 0.48882 0.05409 0.45208
O 2.81719 1.89552 -0.03181
O 5.32992 -2.54038 1.59821
C 0.64275 -1.36693 0.11834
C 3.28929 2.03761 -1.28291
C -1.69499 0.78986 -0.67372
C 2.05965 -1.86755 0.02660
C -0.86124 0.52527 0.67939
C 0.38135 2.28114 -3.79048
C 4.88387 -2.98685 2.80992
C -4.17336 -1.72980 1.17503
C -2.40954 4.88779 -1.57158
C -2.46426 -3.43934 -2.48407
C 1.00427 -0.47547 4.05178
H 5.24963 -2.36106 3.62399
H -2.91985 -4.88360 -1.15177
H 2.02266 1.38999 -0.21828
H 1.02595 2.72336 -3.03085
H -1.84213 -3.00516 -1.70143
H -3.39333 -1.79841 1.93328
H 5.08786 -4.03364 3.03510
H 2.03224 -2.95120 0.14085
H 0.02677 -0.92653 3.88108
H 0.25907 -1.95716 0.95051
H 1.67110 -0.50647 3.19011
H 0.88104 0.71399 5.63559
H 2.97926 2.99135 -1.70995
H -4.14482 5.63883 -1.81734
H 1.52500 -1.19611 4.68235
H -1.64704 5.06673 -2.32965
H 3.79636 -2.91673 2.83256
H 0.10658 -1.60239 -0.80100
H -2.29502 5.66608 -0.81709
H -5.53025 -1.27439 2.47904
H 6.11523 -2.00263 1.72354
H -3.02027 -2.69080 -3.04856
H -0.52517 2.88337 -3.85091
H 0.64206 2.22250 -5.80794
H 2.58224 -1.65492 -0.90603
H -3.89970 -2.44693 0.40112
H 0.19518 1.24057 -3.52469
H -4.10316 -0.72454 0.75954
H -1.46640 -0.26732 1.11948
H 4.35597 2.20021 -1.12846
H 3.16200 1.11734 -1.85301
H -1.73276 -3.89341 -3.15252
H 2.64320 -1.55059 0.89095
H -2.17986 3.90873 -1.15111
```

---

| no. | calculated total energy (hartree) |
| --- | --- |
| 1 | -465.82267 |
| 2 | -1562.87490 |